[1]
# C4H3NO

An isolated molecule of C4H3NO at a distorted geometry (ωB97M-V with the def2-TZVPD basis set, OMol25).

Cartesian coordinates (Å):
1 O -1.17 1.09 -0.63
2 C -0.51 -0.08 -0.21
3 C 0.96 0.07 -0.18
4 C 2.16 0.23 -0.20
5 C -1.12 -0.84 0.90
6 N -1.67 -1.74 1.38
7 H -0.99 1.84 -0.03
8 H -0.89 -0.94 -0.82
9 H 3.23 0.35 -0.21

Calculated values
SMILES string: C#C[C@H](O)C#N
LUMO level in Eh: 0.014
Frontier orbital gap in Eh: 0.417

---

[2]
# C4H3NO

An isolated molecule of C4H3NO at a distorted geometry (ωB97M-V with the def2-TZVPD basis set, OMol25).

Cartesian coordinates (Å):
1 C -1.12 -0.04 1.46
2 C 1.12 -0.34 -1.05
3 C 0.52 0.55 -0.27
4 C -1.08 0.30 0.10
5 N -1.08 -0.32 2.54
6 O -1.94 0.22 -0.72
7 H 2.17 -0.54 -0.90
8 H 0.46 -1.13 -1.55
9 H 0.97 1.29 0.38

Calculated values
SMILES string: C=CC(=O)C#N
LUMO level in Eh: -0.023
Frontier orbital gap in Eh: 0.371

---

[3]
# C4H3NO

An isolated molecule of C4H3NO at a distorted geometry (ωB97M-V with the def2-TZVPD basis set, OMol25).

Cartesian coordinates (Å):
1 O 1.04 0.56 -1.80
2 C 0.48 0.33 0.48
3 C -0.81 -0.06 0.87
4 C -1.93 -0.37 1.20
5 C 1.16 -0.18 -0.66
6 N 1.83 -1.14 -0.28
7 H 0.23 0.27 -2.23
8 H 0.89 1.26 0.89
9 H -2.90 -0.67 1.52

Calculated values
LUMO level (spin up / spin down) in Eh: -0.038 / -0.025
Frontier orbital gap (spin up / spin down) in Eh: 0.320 / 0.306

---

Short version: ΔE to the lowest compared entry with this formula, charge and spin = 49.7, 27.6, 92.1 kcal per mole, in the order given.
Short version: total energy = -284.0939, -284.1292, -284.0264 a.u., in the order given.